C18H25AsF4N4O2Ti as an isolated structure at a distorted geometry. Source: the OMol25 dataset; level of theory: the ωB97M-V functional and the def2-TZVPD basis.

Computed properties:
Frontier orbital gap (spin up / spin down) = 6.731 / 6.709 eV
Total charge = +2
Total energy = -4554.54718 hartree
HOMO level (spin up / spin down) = -14.996 / -14.988 eV
Energy above the lowest of the compared OMol25 structures with the same formula, charge and spin = 14.8 kcal/mol

Each line ends with the natural charge from an NBO analysis.
CARTESIAN COORDINATES (ANGSTROEM)
Ti1 -0.4051 -0.1847 -0.2935  1.846
C1 -3.4074 -0.5339 -0.6010  -0.413
N1 -2.4269 0.6041 -0.4901  -0.506
C2 -2.8230 1.5419 0.5532  -0.445
C3 -2.2305 1.3420 -1.7317  -0.257
C4 -0.9950 2.2190 -1.7170  -0.270
N2 0.0250 1.6336 -0.8900  -0.657
C5 1.2713 2.2264 -0.7972  0.011
C6 2.2925 1.3280 -0.5362  0.302
F1 1.8079 0.0444 -0.4950  -0.307
C7 3.5680 1.7638 -0.1367  0.392
F2 4.5057 0.8437 0.1310  -0.280
C8 3.8698 3.0923 -0.0843  -0.288
C9 2.8844 3.9621 -0.6047  0.382
F3 3.2667 5.2649 -0.8574  -0.280
C10 1.5932 3.5573 -0.9522  0.348
F4 0.7105 4.4518 -1.5131  -0.294
H1 -4.4323 -0.1387 -0.6943  0.243
H2 -3.1322 -1.0810 -1.5037  0.215
H3 -3.3201 -1.1556 0.3326  0.255
H4 -3.4679 2.3683 0.1195  0.242
H5 -3.3519 1.0282 1.4162  0.248
H6 -1.9784 1.9465 1.0679  0.230
H7 -2.1689 0.6502 -2.5831  0.229
H8 -3.1491 1.9990 -1.9251  0.256
H9 -0.7192 2.1383 -2.7694  0.235
H10 -1.2124 3.3067 -1.4972  0.259
H11 4.8813 3.3869 0.0938  0.287
C11 0.9568 0.5345 5.1835  -0.450
N3 0.3752 -0.1862 4.0227  -0.396
C12 -0.1987 -1.4393 4.1371  0.146
C13 -0.6836 -2.1790 3.1326  -0.392
C14 -0.6537 -1.5447 1.8190  0.626
O1 -1.2231 -1.9856 0.7793  -0.697
N4 -0.0770 -0.3267 1.7723  -0.756
C15 0.7293 0.2656 2.7300  0.789
O2 1.5323 1.2029 2.4776  -0.576
H12 0.2509 1.2054 5.6883  0.239
H13 1.7301 1.2107 4.7564  0.263
H14 1.5692 -0.0687 5.8941  0.243
H15 -0.1676 -1.7703 5.1445  0.244
H16 -1.2752 -3.0978 3.2681  0.274
C16 0.4921 -3.7965 -0.8414  -0.843
As1 0.1108 -2.2061 -2.0367  0.847
C17 1.8240 -2.1147 -3.1115  -0.901
C18 -1.0712 -3.0751 -3.2787  -0.927
H17 1.2049 -4.3811 -1.4147  0.247
H18 -0.4494 -4.3207 -0.6792  0.253
H19 0.9748 -3.4568 0.0696  0.234
H20 2.7296 -2.1871 -2.5176  0.255
H21 1.8689 -1.1425 -3.6106  0.243
H22 1.9010 -2.9513 -3.8990  0.270
H23 -0.6771 -4.0838 -3.4700  0.268
H24 -1.1463 -2.5343 -4.2321  0.263
H25 -2.0828 -3.1761 -2.8249  0.252